No. 1
The following is a DFT calculation (ωB97M-V/def2-TZVPD) of C16H25BrINdO4P2 as an isolated structure at a distorted geometry.

Computed properties:
E_tot   -137171.9837 eV
Net charge   +2
F_max   5.07 eV/A
E_HOMO (spin up / spin down)   -0.50506 / -0.50506 Ha
Multiplicity   4

XYZ file:
```
50
Properties=species:S:1:pos:R:3:forces:R:3:mulliken_charge:R:1
C -5.44390 -3.27252 -3.25305 -0.2 0.4 0.4 -0.83
C -3.95329 -3.22907 -3.09877 2.6 -3.2 -2.6 0.50
H -5.71058 -4.06766 -3.96773 0.4 0.3 0.3 0.34
H -5.79704 -2.30408 -3.63304 0.1 -0.2 0.3 0.32
H -5.90292 -3.48597 -2.27799 0.1 0.2 -0.2 0.32
O -3.10796 -3.89573 -3.61564 -2.6 2.7 2.1 -0.29
I -3.09391 -1.56703 -1.57825 -0.4 0.0 0.0 -0.07
Nd -0.76720 0.32538 0.21812 0.7 0.0 0.5 1.03
P -0.53543 -2.33214 1.37759 0.2 -0.5 1.3 0.86
C 0.92605 -3.31979 1.81446 0.4 0.3 -0.4 -1.30
C -0.82100 -1.48900 2.99787 -0.2 -0.1 0.0 -1.37
H -1.09245 -2.24535 3.74708 0.0 0.3 -0.1 0.44
H -1.84089 -4.19647 2.20944 0.0 0.1 -0.2 0.42
H -1.63934 -0.74589 2.94084 0.2 -0.2 0.2 0.39
H -2.69680 -3.33169 0.88324 0.1 -0.3 0.2 0.29
H 1.75344 -2.64907 2.06521 0.0 -0.2 -0.1 0.36
H 0.11204 -0.98949 3.31463 -0.4 -0.2 -0.2 0.37
C -1.72920 -3.69774 1.24040 -0.5 0.2 -0.2 -1.17
H 0.69363 -3.96109 2.67430 0.0 0.2 -0.2 0.43
H -1.33149 -4.41949 0.51397 -0.1 0.2 0.1 0.38
H 1.18376 -3.94332 0.95099 0.2 0.1 0.2 0.41
P -0.13225 1.00169 -2.43666 0.2 1.7 -0.7 0.80
C 1.43268 1.18098 -3.31434 0.4 -0.4 0.2 -1.13
C -1.26573 0.84691 -3.84598 -0.4 -0.2 0.1 -1.19
H -1.20157 2.79651 -1.06547 0.4 0.2 -0.4 0.39
H -0.52947 3.37963 -2.62475 0.0 0.0 0.4 0.48
H 0.58214 3.03007 -1.24948 -0.5 -0.2 -0.2 0.33
C -0.34275 2.71407 -1.76864 -0.2 0.1 -0.3 -1.29
H -2.28620 0.64549 -3.50433 0.2 0.1 -0.2 0.28
H -1.23718 1.76342 -4.44587 0.0 -0.2 0.1 0.43
H 1.35221 1.98356 -4.05535 0.0 -0.1 0.1 0.42
H 1.64052 0.23320 -3.82004 0.2 0.2 0.0 0.41
H -0.92545 0.00381 -4.46072 -0.1 0.1 0.1 0.38
H 2.22996 1.41547 -2.60491 0.0 -0.1 -0.2 0.16
C 0.25381 -1.43901 -1.23386 3.9 -2.7 -1.8 0.29
O 1.08500 -2.08257 -1.73374 -3.3 2.2 1.6 -0.20
Br 3.83458 2.30768 -0.15567 0.2 -0.1 0.2 -0.16
C 3.54595 2.73615 1.66876 -0.4 0.1 1.1 0.21
C 4.54021 3.30270 2.46759 -0.1 -0.1 -0.4 -0.33
C 4.24944 3.82933 3.73307 -0.5 -0.4 -0.4 -0.59
C 2.92964 3.80234 4.18510 -0.5 0.0 -0.1 -0.62
C 1.93346 3.17737 3.42214 0.1 -0.1 -0.3 -0.39
C 2.25545 2.58268 2.20350 0.5 0.1 -0.3 0.64
C 1.22833 1.77706 1.49640 -0.6 0.1 -0.4 0.57
O 0.13049 2.33983 1.10277 0.4 -1.3 0.4 -0.74
O 1.39002 0.51613 1.28621 -0.9 0.7 -0.3 -0.60
H 5.54617 3.32766 2.07345 0.1 0.2 0.0 0.42
H 5.04578 4.25428 4.34078 -0.2 -0.1 -0.2 0.41
H 2.63220 4.27260 5.12009 0.2 -0.1 -0.1 0.40
H 0.87704 3.11816 3.69626 0.5 0.2 0.4 0.41
```
Positions in Å, forces in eV/Å.

No. 2
The following is a DFT calculation (ωB97M-V/def2-TZVPD) of C16H19Cl3N2O2PPdSe2 as an isolated structure.

Computed properties:
E_tot   -204999.9963 eV
Energy relative to the best compared isomer or geometry (same formula, charge and spin)   0.0 kcal/mol
Net charge   +1
F_max   0.27 eV/A
E_HOMO (spin up / spin down)   -0.39260 / -0.39260 Ha

XYZ file:
```
46
Properties=species:S:1:pos:R:3:forces:R:3:nbo_charge:R:1
Pd 0.58538 -1.12817 0.22105 0.2 0.1 0.0 0.58
Se 1.65382 0.69782 1.37034 0.1 -0.1 -0.1 -0.20
P 0.35280 1.83454 0.05632 -0.1 0.2 -0.2 1.02
Se -1.25050 0.35504 -0.03063 -0.1 0.1 0.0 -0.23
C 1.07801 2.13453 -1.57534 -0.1 -0.1 0.1 -0.45
C 1.88567 3.25640 -1.74970 0.0 0.0 0.0 -0.13
C 2.49436 3.47691 -2.97311 0.0 0.0 0.0 -0.22
C 2.29492 2.58782 -4.02027 0.0 0.0 0.0 -0.17
C 1.48741 1.47349 -3.84755 0.0 0.0 0.0 -0.20
C 0.87838 1.24098 -2.62428 0.0 0.0 0.1 -0.18
C -0.15786 3.44129 0.67724 0.1 -0.1 0.0 -0.35
C -1.14498 4.13927 -0.01674 0.0 0.0 0.0 -0.21
C -1.53067 5.39094 0.42802 0.0 0.0 0.0 -0.20
C -0.92743 5.94728 1.55073 0.0 0.0 0.0 -0.17
C 0.05592 5.25017 2.23526 0.0 0.0 0.0 -0.20
C 0.44116 3.98915 1.80332 0.0 0.0 0.0 -0.21
H 2.03752 3.95760 -0.93765 0.0 0.0 0.0 0.22
H 3.12347 4.34589 -3.11071 0.0 0.0 0.0 0.23
H 2.76826 2.76844 -4.97611 0.0 0.0 0.0 0.23
H 1.32809 0.78501 -4.66638 0.0 0.0 0.0 0.22
H 0.24600 0.37317 -2.48179 0.0 0.0 0.0 0.23
H -1.60442 3.70930 -0.89956 0.0 0.0 0.0 0.23
H -2.29890 5.93709 -0.10218 0.0 0.0 0.0 0.23
H -1.22810 6.92877 1.89190 0.0 0.0 0.0 0.23
H 0.52245 5.68387 3.10921 0.0 0.0 0.0 0.23
H 1.19635 3.43328 2.34556 0.0 0.0 0.0 0.23
Cl 2.71968 -5.56149 -0.71204 0.0 0.0 -0.1 0.10
C 1.28424 -4.78342 -1.33443 0.0 0.0 0.0 -0.19
Cl 1.36413 -4.57406 -3.07778 0.0 0.0 0.0 0.08
Cl -0.13816 -5.84150 -0.95162 0.0 0.0 0.0 -0.04
C 1.06768 -3.38813 -0.69430 0.1 -0.2 0.0 0.70
O -0.06041 -2.85080 -0.86701 -0.2 -0.1 -0.1 -0.71
O 1.99227 -2.85976 -0.06093 -0.1 0.1 0.1 -0.64
N -2.68121 -5.08318 1.10227 0.0 0.0 0.0 -0.69
C -2.00496 -4.55675 2.34526 0.1 0.1 0.1 -0.23
C -1.39959 -3.19978 1.97619 0.0 0.0 0.0 -0.26
N -0.40836 -2.67003 2.86427 0.1 0.0 0.1 -0.83
H -3.05327 -6.02430 1.22754 0.0 0.0 0.0 0.44
H -1.99167 -5.09812 0.33236 0.0 0.0 0.0 0.46
H -3.44627 -4.46969 0.81721 0.0 0.0 0.0 0.44
H -1.23060 -5.27833 2.60165 0.0 0.0 0.0 0.22
H -2.74357 -4.51802 3.14375 0.0 0.0 0.0 0.22
H -2.19448 -2.45846 1.85320 0.0 0.0 0.0 0.21
H -0.95516 -3.32212 0.98619 0.0 0.0 0.0 0.21
H 0.33877 -3.30486 3.10220 0.0 0.0 0.0 0.38
H -0.74617 -2.16706 3.66905 -0.1 -0.1 0.0 0.39
```
Positions in Å, forces in eV/Å.